# 1
{
  "formula": "C21H44N4O10P",
  "method": "ωB97M-V/def2-TZVPD",
  "homo_ev": -12.62,
  "charge": 1,
  "orbital_gap_ev": 10.0843,
  "spin_multiplicity": 1,
  "e_above_lowest_kcal_mol": 0.0,
  "symbols": ["C", "C", "C", "N", "C", "C", "N", "C", "C", "C", "O", "O", "C", "C", "C", "P", "O", "O", "C", "C", "O", "C", "C", "C", "C", "C", "C", "O", "H", "H", "H", "H", "H", "H", "H", "H", "H", "H", "H", "H", "H", "H", "H", "H", "H", "H", "H", "H", "H", "H", "H", "H", "H", "H", "H", "H", "H", "H", "H", "H", "H", "H", "H", "H", "H", "H", "C", "N", "O", "O", "H", "H", "H", "C", "N", "O", "O", "H", "H", "H"],
  "positions_angstrom": [[3.3338, 1.7310, 1.1675], [2.8760, 2.0258, -0.2678], [1.5699, 2.8248, -0.2981], [0.3235, 2.1969, -0.9038], [-0.8645, 2.4712, -0.0348], [-0.8253, 1.6244, 1.2440], [-2.1659, 1.2868, 1.6610], [-2.2458, 0.9081, 3.0831], [-2.8856, 0.4371, 0.7758], [-3.0763, -1.0287, 1.0681], [-3.3635, 0.9009, -0.2169], [0.1068, 0.5581, 1.2074], [0.2450, -0.1621, -0.0093], [1.4315, -1.1047, 0.1098], [1.1087, -2.3508, 0.9729], [2.3416, -2.7200, 2.2397], [1.7883, -3.6374, 3.2416], [2.9178, -1.3535, 2.7908], [2.5866, -1.0009, 4.1526], [1.2120, -0.3861, 4.2694], [3.5886, -3.2659, 1.4330], [3.4527, -4.5830, 0.8433], [3.6516, -4.4912, -0.6600], [0.3565, 0.7445, -1.2565], [-0.7753, 0.4508, -2.2439], [-0.4451, 1.1243, -3.5737], [-1.6010, 1.4320, -4.4490], [-0.8025, 2.4616, -3.6400], [3.7565, 2.6193, 1.6271], [4.0853, 0.9467, 1.1605], [2.5094, 1.3729, 1.7800], [3.6421, 2.6622, -0.7028], [2.8788, 1.1097, -0.8454], [1.3301, 3.1416, 0.7105], [1.7291, 3.7470, -0.8498], [0.1197, 2.6934, -1.7769], [-1.7881, 2.3796, -0.5901], [-0.7863, 3.5159, 0.2497], [-0.4432, 2.2796, 2.0241], [-3.0333, 0.1906, 3.2663], [-1.2973, 0.5451, 3.4669], [-2.4958, 1.8005, 3.6546], [-2.6816, -1.3531, 2.0201], [-2.6091, -1.5614, 0.2445], [-4.1399, -1.2340, 0.9898], [-0.6170, -0.8147, -0.1507], [1.6513, -1.4406, -0.9026], [2.2912, -0.5909, 0.5272], [1.1154, -3.2305, 0.3338], [0.1333, -2.2678, 1.4436], [3.3177, -0.2488, 4.4380], [2.7175, -1.8405, 4.8257], [1.0449, -0.1212, 5.3107], [1.2040, 0.5455, 3.7056], [0.4361, -1.0498, 3.9003], [4.2481, -5.1875, 1.2659], [2.5048, -5.0409, 1.1099], [2.7249, -4.2500, -1.1764], [4.3601, -3.6925, -0.8645], [4.0783, -5.4135, -1.0392], [1.2592, 0.5443, -1.8222], [-0.8464, -0.6217, -2.4139], [-1.7244, 0.8635, -1.9150], [0.4692, 0.8032, -4.0683], [-1.4801, 1.8695, -5.4248], [-2.5452, 1.4325, -3.9258], [-0.8664, -2.8717, -5.8435], [-0.0409, -2.4752, -4.6697], [-0.2826, -2.9895, -3.5966], [0.8286, -1.6487, -4.8560], [-1.5914, -3.6067, -5.5170], [-1.3484, -1.9733, -6.2167], [-0.1919, -3.2816, -6.5887], [-4.8466, 3.3958, 0.6522], [-6.0050, 4.3221, 0.7925], [-7.1115, 3.8344, 0.8568], [-5.7494, 5.5068, 0.8325], [-5.2176, 2.3810, 0.6277], [-4.3389, 3.6475, -0.2729], [-4.1972, 3.5618, 1.5066]],
  "atomic_forces_ev_per_a": [[-0.19, -0.24, -0.20], [0.33, 0.29, 0.55], [0.48, 0.19, -0.16], [-0.23, 0.09, 0.22], [0.15, 0.40, 0.08], [-0.19, 0.69, 0.16], [0.12, -1.08, 0.27], [0.22, 0.72, 0.16], [0.03, -0.21, 0.84], [-0.14, 0.26, 0.04], [-0.22, 0.46, -1.40], [0.15, 0.25, -0.26], [0.23, -0.18, 0.01], [-0.33, -0.48, 0.22], [0.49, 0.63, -0.29], [-0.40, -0.72, 0.23], [-0.05, 0.07, 0.14], [-0.11, 0.05, 0.04], [0.20, 0.55, 0.35], [0.36, 0.23, -0.12], [-0.09, 0.13, -0.14], [0.59, -0.08, -0.39], [-0.04, 0.35, 0.28], [-0.63, -0.61, -0.20], [0.71, 0.71, -0.91], [-0.72, -1.42, -0.56], [0.85, 2.50, 1.78], [0.14, 0.23, 0.22], [0.03, 0.09, 0.09], [0.18, 0.01, 0.09], [-0.08, -0.04, 0.07], [0.04, -0.05, -0.32], [-0.23, -0.02, -0.17], [-0.20, -0.20, 0.16], [-0.16, 0.04, -0.21], [0.06, -0.07, -0.12], [0.08, -0.33, -0.16], [-0.06, 0.13, 0.03], [0.11, -0.16, 0.24], [-0.06, -0.10, -0.03], [0.05, -0.34, -0.03], [-0.05, 0.09, 0.04], [0.09, -0.21, 0.02], [0.09, -0.17, -0.01], [-0.11, -0.14, 0.15], [-0.31, 0.15, -0.06], [0.25, 0.02, -0.08], [0.10, 0.22, -0.16], [-0.28, -0.18, 0.00], [-0.08, -0.06, 0.16], [0.19, -0.01, -0.08], [-0.07, -0.33, -0.18], [-0.20, -0.15, 0.13], [-0.18, 0.03, -0.18], [-0.14, -0.11, 0.10], [0.02, -0.03, 0.23], [-0.14, 0.01, 0.15], [-0.06, -0.10, -0.16], [0.15, 0.03, -0.05], [-0.16, -0.16, -0.15], [0.36, 0.11, 0.29], [-0.02, -0.13, 0.21], [-0.19, -0.35, 0.16], [0.17, 0.21, 0.12], [-0.30, -1.05, -0.62], [-0.50, -0.57, -0.70], [-0.06, -0.15, 0.03], [0.01, -0.04, 0.03], [-0.07, 0.06, 0.07], [-0.01, 0.12, 0.00], [0.01, -0.01, 0.04], [0.07, 0.03, -0.04], [0.03, 0.07, -0.03], [-0.09, -0.08, 0.06], [0.02, 0.01, 0.00], [-0.02, -0.01, 0.01], [0.02, 0.04, 0.00], [-0.07, 0.00, -0.02], [0.03, 0.05, 0.00], [0.04, 0.05, -0.03]]
}

# 2
{
  "formula": "C21H44NO4",
  "method": "ωB97M-V/def2-TZVPD",
  "homo_ev": -12.52,
  "charge": 1,
  "orbital_gap_ev": 9.8190,
  "spin_multiplicity": 1,
  "e_above_lowest_kcal_mol": 151.5,
  "symbols": ["C", "O", "C", "C", "C", "C", "C", "C", "C", "C", "C", "C", "C", "C", "C", "C", "C", "C", "C", "N", "H", "H", "H", "H", "H", "H", "H", "H", "H", "H", "H", "H", "H", "H", "H", "H", "H", "H", "H", "H", "H", "H", "H", "H", "H", "H", "H", "H", "H", "H", "H", "H", "H", "H", "H", "H", "H", "H", "C", "O", "C", "O", "O", "C", "H", "H", "H", "H", "H", "H"],
  "positions_angstrom": [[1.7565, -2.8710, 1.1442], [3.0874, -3.0703, 0.5188], [3.7124, -1.7371, 0.2317], [4.2239, -1.0299, 1.6195], [4.4622, 0.5927, 1.5167], [3.1301, 1.4524, 1.0899], [1.8873, 1.3774, 2.1595], [1.7519, 2.6874, 3.1355], [1.2043, 4.0529, 2.3504], [-0.2669, 3.8636, 1.6537], [-0.3830, 4.3970, 0.1087], [0.8838, 4.0172, -0.8593], [0.4877, 3.2605, -2.2600], [0.4158, 1.6087, -2.1401], [-0.6766, 1.0622, -1.0468], [-2.2487, 1.2970, -1.4834], [-3.1499, 1.0265, -0.1069], [-2.8349, -0.4752, 0.5271], [-1.2317, -0.8799, 0.4806], [-0.5363, -0.4484, -0.7916], [1.8388, -3.1522, 2.2977], [1.5453, -1.7177, 1.1093], [0.9034, -3.4591, 0.5928], [3.0174, -1.0589, -0.4283], [4.6922, -1.9971, -0.3983], [5.2881, -1.5117, 1.8642], [3.5442, -1.2613, 2.5575], [5.2984, 0.8579, 0.7136], [4.7969, 0.9915, 2.5872], [3.4596, 2.5929, 1.0406], [2.7027, 1.1826, 0.0203], [0.9009, 1.0857, 1.5888], [2.1245, 0.4505, 2.8737], [1.1206, 2.4444, 4.1100], [2.8420, 2.9566, 3.5354], [1.1031, 4.8710, 3.2138], [2.0488, 4.4415, 1.6399], [-1.0260, 4.5283, 2.2921], [-0.5944, 2.7538, 1.8270], [-0.5388, 5.5769, 0.1278], [-1.3680, 3.9724, -0.4128], [1.7399, 3.4093, -0.3312], [1.3812, 5.0553, -1.1756], [1.3861, 3.4758, -3.0164], [-0.4709, 3.7149, -2.8011], [0.0770, 1.2289, -3.2090], [1.4472, 1.1018, -1.9200], [-0.5264, 1.5778, -0.0072], [-2.4961, 0.5070, -2.3415], [-2.3471, 2.4195, -1.8700], [-4.3130, 1.1145, -0.3451], [-2.8346, 1.8264, 0.6936], [-3.2462, -0.4763, 1.6414], [-3.4257, -1.2855, -0.1034], [-1.1385, -2.0640, 0.5427], [-0.7302, -0.4475, 1.4725], [0.4864, -0.7244, -0.7762], [-1.0071, -0.9286, -1.5946], [-5.8292, -5.9763, -2.5302], [-4.5623, -6.3025, -1.9620], [-3.6141, -5.3457, -2.1256], [-3.7643, -4.2775, -2.6977], [-2.4698, -5.7834, -1.5422], [-1.3769, -4.8717, -1.6370], [-6.5097, -6.8108, -2.3402], [-6.2443, -5.0796, -2.0588], [-5.7434, -5.8416, -3.6132], [-1.6140, -3.9308, -1.1301], [-1.1131, -4.6930, -2.6844], [-0.5155, -5.3237, -1.1378]],
  "atomic_forces_ev_per_a": [[0.60, 0.69, 0.78], [-1.32, 2.36, 0.02], [1.40, -0.66, 0.28], [0.94, 0.21, 0.25], [-0.40, 0.29, -0.19], [-0.25, 0.98, 0.13], [0.68, -1.07, 0.81], [0.53, 0.44, -0.28], [0.16, 0.07, 1.44], [-0.28, 0.87, 0.74], [-0.44, -0.12, -0.22], [0.30, 0.97, -0.70], [1.08, -0.08, -0.33], [-0.99, -0.32, -0.64], [-0.65, 1.97, -0.26], [0.65, -0.21, 0.81], [0.21, -0.23, -0.39], [-0.36, 0.25, -0.84], [-1.39, -1.30, 2.62], [0.21, 0.39, -0.12], [-0.45, 0.39, -2.54], [0.01, -2.00, 0.13], [1.83, 0.91, 1.04], [1.07, -1.23, 1.30], [-2.34, 0.61, 1.26], [-2.41, 0.98, -0.46], [1.16, 0.38, -2.13], [-1.67, -0.69, 1.85], [-0.57, -0.89, -2.37], [-0.61, -2.36, -0.06], [1.14, 0.40, 2.06], [1.73, 0.84, 1.19], [-0.65, 1.90, -1.47], [1.08, 0.50, -2.26], [-2.26, -0.68, -0.88], [0.27, -1.70, -1.99], [-1.76, -0.82, 1.13], [1.55, -1.60, -1.42], [0.52, 1.94, -0.64], [0.49, -2.61, -0.01], [1.97, 0.84, 1.28], [-1.86, 1.07, -0.89], [-0.98, -2.34, 0.65], [-1.98, -0.59, 1.59], [1.92, -1.11, 1.44], [0.67, 0.59, 2.13], [-1.70, 1.24, -0.29], [-0.06, -0.97, -1.96], [0.31, 1.85, 1.70], [0.06, -2.66, 0.78], [2.64, -0.16, 0.62], [-0.72, -1.42, -1.63], [1.15, -0.25, -2.42], [1.17, 1.68, 1.35], [-0.16, 2.60, -0.14], [-0.65, -0.72, -2.62], [-1.32, 0.25, 0.04], [0.64, 0.28, 0.71], [-0.62, 0.09, -0.27], [1.21, 0.86, -0.02], [-0.49, 0.00, -0.22], [0.34, -1.28, 0.85], [-0.69, 0.37, -0.31], [0.31, -0.01, -0.11], [0.39, 0.05, 0.10], [0.16, -0.08, -0.19], [0.02, 0.12, 0.24], [-0.09, -0.02, -0.16], [-0.14, 0.10, 0.18], [-0.34, -0.15, -0.05]]
}

# 3
{
  "formula": "C21H45BrFN7O8S",
  "method": "ωB97M-V/def2-TZVPD",
  "homo_ev": -8.61,
  "orbital_gap_ev": 8.2234,
  "spin_multiplicity": 1,
  "symbols": ["C", "C", "C", "N", "Br", "S", "O", "O", "F", "H", "H", "H", "C", "O", "N", "C", "C", "H", "H", "H", "H", "H", "H", "H", "C", "O", "N", "C", "C", "H", "H", "H", "H", "H", "H", "H", "C", "O", "N", "C", "C", "H", "H", "H", "H", "H", "H", "H", "C", "O", "N", "C", "C", "H", "H", "H", "H", "H", "H", "H", "C", "O", "N", "C", "C", "H", "H", "H", "H", "H", "H", "H", "C", "O", "N", "C", "C", "H", "H", "H", "H", "H", "H", "H"],
  "positions_angstrom": [[1.8241, 2.7583, -0.4278], [0.8459, 2.1671, -0.8016], [-0.4129, 1.4938, -1.3133], [-1.5187, 2.4301, -1.6005], [-1.0334, 3.8196, -2.7569], [-2.2873, 2.9643, -0.1984], [-3.0855, 1.8779, 0.2835], [-1.4225, 3.5061, 0.8028], [-3.2481, 4.1483, -0.6893], [2.5852, 3.5281, -0.3475], [-0.7550, 0.6867, -0.6382], [-0.1224, 1.0548, -2.2909], [4.8556, -0.2864, -0.0034], [4.6350, 0.7451, -0.6130], [4.8359, -0.4126, 1.3383], [5.1083, -1.6765, 1.9976], [4.5322, 0.7544, 2.1467], [5.0959, -1.2301, -0.5223], [4.2375, -1.9670, 2.5909], [5.9721, -1.5604, 2.6547], [5.3187, -2.4560, 1.2662], [3.5417, 1.1311, 1.8791], [5.2673, 1.5357, 1.9443], [4.5550, 0.4965, 3.2037], [6.5337, -4.8663, -0.8040], [6.3851, -4.3741, 0.2998], [5.5335, -5.2624, -1.6172], [5.7844, -5.8423, -2.9212], [4.1586, -5.1028, -1.1712], [7.5348, -5.0311, -1.2371], [5.3131, -5.2252, -3.6889], [5.3610, -6.8484, -2.9578], [6.8543, -5.8989, -3.1178], [3.9644, -4.0460, -0.9733], [4.0125, -5.6617, -0.2469], [3.4717, -5.4656, -1.9276], [-8.3848, 4.0621, 0.4040], [-9.4848, 3.7821, -0.0328], [-7.4735, 4.8355, -0.2245], [-6.1774, 5.1289, 0.3560], [-7.8035, 5.3907, -1.5248], [-8.0355, 3.6914, 1.3828], [-6.0752, 6.2095, 0.4797], [-5.3960, 4.7659, -0.3094], [-6.0706, 4.6474, 1.3272], [-8.6950, 6.0146, -1.4355], [-8.0176, 4.5770, -2.2208], [-6.9760, 5.9875, -1.9038], [-6.2126, 6.3088, -5.0718], [-5.9715, 6.9784, -4.0860], [-7.2319, 6.5312, -5.9294], [-7.4626, 5.6912, -7.0878], [-8.1244, 7.6494, -5.6791], [-5.5954, 5.4378, -5.3497], [-7.4044, 6.2987, -7.9937], [-8.4555, 5.2418, -7.0179], [-6.7174, 4.8991, -7.1430], [-7.5505, 8.5775, -5.6721], [-8.5955, 7.5267, -4.7023], [-8.8904, 7.6993, -6.4503], [2.4908, -8.1978, -0.7211], [2.1795, -7.2528, -1.4212], [1.9027, -8.5211, 0.4498], [2.3255, -9.6635, 1.2358], [0.8109, -7.6949, 0.9354], [3.3068, -8.8856, -0.9998], [1.4872, -10.3539, 1.3516], [2.6527, -9.3246, 2.2210], [3.1486, -10.1830, 0.7476], [0.0030, -7.6931, 0.2018], [1.1615, -6.6698, 1.0663], [0.4421, -8.0788, 1.8842], [4.7766, -0.2599, 6.4767], [5.3718, -0.0295, 5.4417], [3.5286, 0.1691, 6.7661], [2.8783, -0.1429, 8.0233], [2.8178, 0.9691, 5.7834], [5.2272, -0.8577, 7.2865], [1.9585, -0.6985, 7.8277], [2.6351, 0.7849, 8.5458], [3.5300, -0.7455, 8.6542], [2.7148, 0.4005, 4.8576], [3.3881, 1.8752, 5.5712], [1.8322, 1.2373, 6.1581]],
  "atomic_forces_ev_per_a": [[-0.20, 0.81, -0.70], [-0.93, -0.50, 0.06], [1.90, 0.09, 0.05], [-0.87, 0.75, 0.26], [0.10, -0.01, -0.01], [-0.09, -0.75, 2.61], [-0.19, 0.52, -1.29], [-0.04, 0.66, -1.30], [1.18, -1.39, -0.22], [-0.21, -0.91, 0.31], [-0.02, 0.55, -0.34], [-0.49, 0.09, 0.56], [0.00, -0.08, 0.12], [-0.02, 0.10, 0.04], [0.00, -0.14, -0.23], [-0.03, 0.21, 0.01], [-0.07, 0.06, -0.21], [0.02, -0.04, 0.06], [0.09, -0.10, 0.07], [-0.06, -0.15, 0.07], [0.02, 0.05, 0.01], [0.05, 0.11, 0.04], [-0.09, 0.07, 0.09], [0.12, -0.07, -0.06], [-0.02, -0.06, -0.16], [-0.12, 0.01, 0.00], [0.31, 0.04, 0.06], [-0.22, 0.05, 0.16], [0.25, 0.34, 0.12], [-0.01, -0.02, -0.03], [0.05, -0.11, -0.10], [0.03, 0.01, -0.15], [-0.02, 0.04, 0.07], [-0.06, -0.04, 0.06], [-0.13, 0.06, -0.03], [0.10, -0.05, 0.04], [0.07, 0.03, 0.01], [0.03, 0.07, -0.10], [-0.06, -0.16, 0.27], [-0.20, 0.10, -0.25], [-0.13, -0.09, 0.08], [0.06, 0.02, 0.00], [0.16, -0.03, 0.06], [0.06, 0.08, 0.11], [-0.07, -0.02, -0.04], [0.01, -0.01, -0.13], [-0.04, 0.11, -0.07], [0.00, -0.04, 0.05], [-0.02, -0.06, -0.09], [-0.11, 0.06, 0.01], [0.19, -0.18, 0.01], [-0.14, 0.24, 0.12], [0.19, 0.00, 0.21], [-0.03, -0.01, -0.05], [-0.03, -0.14, -0.08], [0.04, -0.07, -0.14], [0.00, 0.05, 0.06], [-0.12, 0.04, 0.04], [-0.04, 0.12, -0.04], [0.06, -0.08, -0.01], [-0.03, -0.11, 0.04], [-0.22, -0.18, 0.06], [0.21, -0.09, -0.13], [-0.21, 0.21, 0.04], [0.07, 0.11, -0.24], [-0.01, -0.04, 0.05], [0.10, -0.09, 0.08], [0.03, -0.15, 0.02], [-0.03, 0.07, -0.03], [-0.04, 0.09, 0.09], [-0.13, 0.01, 0.03], [0.08, -0.05, -0.04], [-0.05, -0.01, 0.09], [-0.14, 0.05, -0.06], [0.18, -0.15, 0.12], [-0.08, 0.16, -0.25], [0.26, -0.07, -0.10], [-0.04, 0.01, 0.03], [-0.02, 0.00, 0.16], [-0.06, -0.10, 0.12], [0.03, 0.02, -0.07], [-0.07, 0.12, -0.03], [-0.10, 0.01, -0.09], [0.05, -0.05, 0.05]]
}